1.
9
Properties=species:S:1:pos:R:3:lowdin_charge:R:1 method="wB97M-V/def2-TZVPD" de_lowest_kj_mol=651.82 orbital_gap_ev="7.40 / 7.40" charge=0 e_homo_ev="-8.068 / -8.068" total_energy_ha=-640.21145 mol_weight_g_mol=101.1
H 0.40331 -1.70140 1.14838 0.13
S 2.10824 -0.45587 -0.35903 0.77
N -1.66841 -0.04455 -0.54903 0.14
C 0.55851 -0.74237 0.58195 -0.47
H -0.34033 2.05781 -0.49395 0.19
H -1.99442 -0.94848 -0.70901 0.02
N -0.41082 -0.00227 -0.16872 -0.32
C 1.20974 0.67412 0.73999 -0.44
N 0.13417 1.16301 -0.19057 -0.03

2.
10
Properties=species:S:1:pos:R:3:lowdin_charge:R:1 method="wB97M-V/def2-TZVPD" de_lowest_kj_mol=312.98 orbital_gap_ev=10.54 charge=0 e_homo_ev=-10.632 total_energy_ha=-359.35115 mol_weight_g_mol=97.1
C 0.28545 -0.13252 -1.08947 -0.28
O -2.14962 1.06507 -0.60821 0.09
H 1.77944 0.38893 1.79897 0.13
C -1.55557 0.11798 -0.19530 -0.20
O 1.87313 -1.22767 0.63154 0.07
C 0.08207 0.39371 0.23759 -0.11
C 1.31389 -0.23380 1.00677 -0.20
N 0.22381 -0.93749 -1.92082 0.22
H 0.05738 1.46534 0.44494 0.13
H -1.92545 -0.91930 -0.29841 0.14

3.
7
Properties=species:S:1:pos:R:3:lowdin_charge:R:1 method="wB97M-V/def2-TZVPD" orbital_gap_ev="4.97 / 5.00" charge=0 spin_multiplicity=8 s2=15.76 e_homo_ev="-6.172 / -6.176" total_energy_ha=-938.06065 mol_weight_g_mol=210.0
H -0.69243 -0.89332 -1.15275 0.15
H 1.28893 -0.46225 -1.15260 0.09
O 0.51936 1.27838 -0.21619 -0.46
C -0.32425 -0.95112 0.15246 -0.41
Eu -0.25238 1.51568 1.79338 1.50
C 0.42093 -0.02205 -0.63252 -0.42
O -0.96015 -0.46532 1.20821 -0.45

4.
92
Properties=species:S:1:pos:R:3:lowdin_charge:R:1 method="wB97M-V/def2-TZVPD" orbital_gap_ev=6.71 charge=+1 e_homo_ev=-9.294 total_energy_ha=-3914.90739 mol_weight_g_mol=612.1
C -0.89610 -1.79224 -1.03778 -0.29
H 3.67648 3.67004 -3.12068 0.07
H -2.05616 -2.94789 2.75889 0.06
C 0.54076 4.20638 -1.84794 -0.11
C -0.45674 -0.03636 3.77659 -0.11
C -2.91247 -0.27704 3.88524 -0.10
H -5.10555 -1.44362 1.82502 0.08
H -4.57485 0.22512 -1.07780 0.09
C 2.35298 -3.51836 0.18767 -0.06
H 1.58393 -2.24544 3.16387 0.06
H 1.74359 -4.02234 3.26268 0.09
C -1.00275 -2.02116 0.43925 -0.28
H -1.86680 -2.53162 4.48295 0.10
C -3.55702 -0.39982 0.72200 -0.64
H -1.49696 -3.76620 -1.69334 0.12
H -3.83988 -0.76875 3.55271 0.07
H 4.86412 0.81849 -0.24165 0.09
H 2.00930 -1.20074 -1.42977 0.05
H -0.43531 -2.61851 3.43113 0.06
C -4.33154 -1.68564 1.07261 -0.07
C -0.34384 -1.24849 -3.70262 -0.02
H 0.43135 -0.04894 3.13177 0.04
H 2.54693 -0.86243 -3.11093 0.09
H 2.14992 3.97322 0.28546 0.06
H 3.71012 -1.45497 -1.89735 0.10
H 3.79630 1.31618 -3.62817 0.08
P 1.54738 1.59452 -1.49367 1.13
C 0.34346 -4.54151 1.26744 -0.06
C -1.49242 -2.31707 3.46440 -0.07
C -2.62763 4.29842 0.12279 0.00
H -2.25118 4.69895 1.08998 0.11
C -1.89755 3.06520 -0.16885 -0.16
H 2.25579 2.96446 -3.94295 0.07
H -1.53443 -2.95811 0.65670 0.09
H -4.87421 1.31043 0.55956 0.08
C 0.52647 2.10608 1.57594 -0.01
C 3.78503 0.57610 -0.19174 -0.10
P -1.72315 -0.46481 1.28074 1.18
N -0.42945 -0.55953 -1.40565 0.04
H -0.10059 -1.01397 -4.74243 0.12
C 2.58044 3.69714 -3.18403 -0.09
H -3.50359 1.58567 1.66398 0.05
O 0.86806 2.80619 2.45756 0.15
C 0.53221 1.04173 -2.98990 -0.23
H 4.69599 2.11248 -2.29839 0.07
H 3.30807 1.30186 0.48580 0.05
C 4.23105 1.16867 -2.62389 -0.09
C 1.25657 -3.30034 1.25469 -0.53
H 2.95715 5.06968 -0.86930 0.10
N -1.25575 2.12740 -0.39466 0.08
H 3.07834 -2.69105 0.22151 0.06
N 1.09143 -0.83966 0.89356 0.06
C 2.71776 4.01063 -0.65970 -0.08
Zn -0.03999 0.89335 0.18670 0.12
C 0.51349 -1.97228 0.91189 -0.40
H 5.04033 0.42063 -2.72231 0.10
H -2.80233 -0.47459 4.96754 0.10
H -4.89629 0.59370 2.18719 0.07
H -3.51898 -1.18409 -1.34470 0.08
C -1.65084 -0.81253 3.17683 -0.63
C 1.88253 3.44938 -1.83025 -0.66
H -4.84637 -2.10461 0.18999 0.09
H -0.10469 -4.72662 0.27514 0.08
H -3.01650 0.81320 3.75616 0.08
C 1.94495 -3.13978 2.62825 -0.05
H -0.20186 -0.49792 4.74948 0.10
H 3.66992 3.47514 -0.52035 0.08
H -0.47297 -4.45741 2.00545 0.07
C 2.82864 -0.80455 -2.04604 -0.10
H 2.29035 4.69870 -3.55322 0.09
C -0.11694 -0.29187 -2.70752 -0.33
H 3.03356 -3.04096 2.48558 0.09
H 1.91891 -3.56022 -0.82685 0.08
H 1.09386 1.00725 -3.93913 0.10
H -0.24569 1.82399 -3.08156 0.08
H 0.93671 -5.43474 1.53285 0.09
C 3.19638 0.63017 -1.62020 -0.64
H 0.72966 5.23392 -2.21142 0.10
C -1.11868 -2.78857 -2.00523 -0.01
H 3.66803 -0.44061 0.22345 0.06
H -3.71079 4.08847 0.22242 0.10
H -3.68667 -2.46769 1.50341 0.06
C -3.59956 -0.22379 -0.81327 -0.10
H -1.04111 -3.26451 -4.11620 0.12
C -4.24492 0.84030 1.33862 -0.11
H -0.19760 3.74343 -2.52203 0.07
C -0.85991 -2.50677 -3.34729 -0.03
H 0.09811 4.26711 -0.84278 0.05
H -2.80842 0.45005 -1.17394 0.04
H -2.44010 5.05015 -0.66893 0.11
H 2.88560 -4.46878 0.37604 0.10
H -0.72487 1.01550 3.95691 0.07

5.
4
Properties=species:S:1:pos:R:3:lowdin_charge:R:1 method="wB97M-V/def2-TZVPD" de_lowest_kj_mol=0.00 orbital_gap_ev=10.75 charge=0 e_homo_ev=-10.572 total_energy_ha=-3475.50160 mol_weight_g_mol=165.3
Br -2.22303 -0.18512 0.05675 0.22
Cl 0.56404 -1.80265 0.08336 0.07
P -0.17929 0.00695 -0.72790 0.13
F 0.24088 1.01885 0.36142 -0.42

6.
13
Properties=species:S:1:pos:R:3:lowdin_charge:R:1 method="wB97M-V/def2-TZVPD" de_lowest_kj_mol=374.12 orbital_gap_ev=10.28 charge=0 e_homo_ev=-9.412 total_energy_ha=-286.48915 mol_weight_g_mol=85.1
H 1.42857 0.97514 0.94274 0.12
H -0.84219 -1.00976 1.63453 0.10
H 0.95961 0.29878 -1.71777 0.14
H -0.94652 -1.30854 -1.84058 0.11
C 0.11264 -0.69919 1.18413 -0.08
C 0.48051 0.85424 0.43716 -0.25
O 0.05304 2.19616 0.25905 -0.03
C 0.42272 0.04420 -0.80304 -0.23
C -0.79397 -0.79687 -0.89765 -0.14
H -1.69381 -0.53020 -0.34602 0.11
H -0.42825 2.29084 -0.57836 0.09
N 0.32148 -1.30740 -0.13631 -0.05
H 0.92616 -1.00740 1.86212 0.10

7.
95
Properties=species:S:1:pos:R:3:lowdin_charge:R:1 method="wB97M-V/def2-TZVPD" de_lowest_kj_mol=58.80 orbital_gap_ev="7.75 / 7.59" charge=0 spin_multiplicity=2 s2=0.97 e_homo_ev="-8.409 / -8.133" total_energy_ha=-8122.01302 mol_weight_g_mol=888.5
C 2.22989 3.06247 -0.52099 -0.20
C 3.55990 1.22486 3.85515 -0.09
C 1.13117 1.34083 -3.72152 -0.20
H 0.82793 -2.66258 3.02642 0.09
H -2.62684 5.44422 -1.36053 0.01
H 1.29051 0.26907 -3.85084 0.04
Si -0.66800 1.71891 -3.44784 0.30
C 0.85330 -3.30420 2.15393 -0.09
H -2.79765 0.50971 -3.69575 0.02
H -0.01003 5.29894 -1.70104 0.02
C 6.26458 -1.24186 -1.24868 -0.09
C 0.14359 5.24498 -0.62154 -0.21
C -1.13895 3.26332 -4.35647 -0.21
C 0.57079 -0.40623 -0.58893 -0.34
C -3.11215 -4.43135 1.75914 -0.13
H -2.95639 -5.63724 -0.01215 0.14
C 1.35869 0.58658 4.56791 -0.07
H 2.45619 2.02209 -0.27085 0.01
H 4.44212 -2.41544 1.35056 0.11
C -2.36392 -0.79702 2.29731 -0.51
H 1.49269 1.85473 -4.61483 0.04
C 0.37637 -4.60831 2.26278 -0.09
O -1.59242 0.11321 1.67925 -0.18
O -2.37800 -1.22179 -0.71636 -0.19
C 2.12421 -0.01974 2.34728 -0.26
O -2.68289 -4.88340 -2.25591 0.09
O -3.54083 -5.38311 3.81321 0.09
V -1.14292 -0.09939 -0.05788 0.54
H -5.35066 1.99275 -1.20189 0.04
H 1.73621 1.66191 -2.87422 -0.01
H -0.74538 5.64545 -0.13294 0.02
C 4.67602 -1.85912 0.44898 -0.11
H -0.76408 3.21629 -5.38228 0.04
C -1.74959 0.29726 -3.91316 -0.19
H 4.50696 1.71190 4.05104 0.10
H -1.47363 -0.60794 -3.36502 0.02
Ge 1.93447 -0.97011 0.66472 0.91
H 0.98059 -5.65899 -0.89769 0.11
H -2.22149 3.38810 -4.39784 0.02
C 4.02056 -0.38249 -1.32293 -0.11
Si 0.49452 3.51023 -0.06965 0.30
H -0.01857 -4.96231 3.20760 0.11
H -4.05220 0.82542 -1.46578 0.02
Si -3.15259 3.06632 -0.90359 0.30
H 1.82870 -3.36207 -1.08746 0.11
H 0.57988 0.56968 5.31964 0.11
C 2.57262 1.20728 4.82870 -0.09
H 0.17422 -0.47380 3.15744 0.08
H 4.12667 0.62126 1.88253 0.09
C -2.95976 -3.18996 2.32419 0.07
C 5.95099 -1.94627 -0.09142 -0.08
H -2.96942 2.41716 1.48247 0.02
C -3.42595 3.23742 0.92481 -0.20
C -2.89570 -4.64739 0.41475 0.08
C 3.69523 -1.06963 -0.15657 -0.29
H -4.34827 5.09302 -1.53811 0.04
O -1.46467 -3.10810 -2.34770 0.09
C -3.34150 4.71252 -1.73370 -0.20
H -3.21283 4.63768 -2.81279 0.01
C 1.41823 -3.69976 -0.14115 -0.11
N -3.43160 -5.58960 2.62486 -0.35
H -4.44483 2.00572 -2.72102 0.03
C 0.94179 -5.00002 -0.03902 -0.08
H 0.04399 -6.46914 1.24752 0.11
C 1.37770 -2.82979 0.95158 -0.26
H 0.98949 5.88882 -0.36637 0.04
O -2.79608 -0.63425 3.40024 0.12
N -2.23591 -3.85419 -1.78942 -0.32
H -1.65508 0.08966 -4.98280 0.05
H 3.26664 0.21926 -1.82296 0.07
H 2.42437 3.21072 -1.58396 0.03
H 7.26034 -1.30539 -1.66834 0.10
C 0.20263 3.29845 1.74311 -0.19
H 0.76132 -0.86464 -1.56836 0.01
H 6.70004 -2.56455 0.38653 0.10
C -2.56699 -3.56765 -0.37128 -0.05
H -3.00085 4.17249 1.29704 0.03
H -4.49598 3.23965 1.14708 0.04
H -0.64453 3.89702 2.08169 0.03
H -3.07847 -3.04771 3.38956 0.14
C -2.49923 -2.27319 0.12610 -0.23
H 5.53678 0.08023 -2.77286 0.10
C -4.35929 1.85897 -1.64162 -0.21
H 2.91594 3.70025 0.04354 0.05
C 1.13727 -0.01759 3.33802 -0.12
H 1.09275 3.60166 2.30189 0.05
C 5.29833 -0.46357 -1.86749 -0.09
H -0.00328 2.25829 1.99864 0.01
C -2.62469 -2.10329 1.52777 -0.02
As -1.02309 2.04665 -1.14277 0.88
O -3.54403 -6.67003 2.08744 0.08
C 3.33987 0.60947 2.62749 -0.11
H -0.71343 4.14920 -3.88070 0.02
H 2.75163 1.66747 5.79215 0.10
C 0.41587 -5.45538 1.16493 -0.09

8.
28
Properties=species:S:1:pos:R:3:lowdin_charge:R:1 method="wB97M-V/def2-TZVPD" de_lowest_kj_mol=1171.77 orbital_gap_ev=6.36 charge=+1 e_homo_ev=-12.517 total_energy_ha=-1285.32050 mol_weight_g_mol=255.1
O -0.74665 1.73846 -2.02521 -0.02
O 0.12781 0.99173 -0.04492 -0.10
H -1.65198 -0.23058 1.63677 -0.16
O 0.74562 -0.93403 0.60453 0.04
Na -0.54951 1.03421 3.39601 0.86
H -0.06107 -1.50605 -0.60051 -0.03
H -2.64363 0.89407 -1.26640 0.09
O -0.34511 -1.94205 -1.40392 0.00
H 2.14579 2.71654 0.32790 0.08
H 0.46838 -2.19865 -1.83822 0.06
H -1.44261 0.11736 -0.77024 0.02
O -0.49980 0.17914 1.80308 -0.13
H 1.85617 -2.95342 0.84605 0.03
O -2.48562 -0.54495 1.28686 -0.03
C 0.10766 0.07851 0.76884 -0.88
H 1.11292 -1.83971 0.13956 -0.25
O -2.38959 0.05029 -0.89260 0.01
H 1.24563 0.41376 -0.61466 -0.07
O 2.01193 0.17968 -1.13832 0.00
H -2.35968 -0.55353 0.33802 -0.08
H -0.56746 1.00348 -2.61167 0.07
O 1.86542 2.08142 0.98687 0.02
Na 0.61755 -1.38473 2.55948 0.84
H 1.64946 -0.13948 -1.96474 0.06
H -0.29972 1.50970 -1.21026 -0.08
Na -0.76802 2.23953 1.14957 0.77
H 1.16651 1.58565 0.56028 -0.10
O 1.68961 -2.58638 -0.02216 -0.02